## a
Computed, not measured: an isolated molecule of C16H20N2O3, with ωB97M-V with the def2-TZVPD basis set.

```
41
Properties=species:S:1:pos:R:3:lowdin_charge:R:1
C -6.397 -2.315 0.234 -0.12
C -5.664 -1.064 0.698 -0.26
C -4.551 -0.664 -0.271 -0.12
C -3.932 0.662 0.139 -0.51
O -4.596 1.632 0.455 0.04
N -2.583 0.666 0.140 0.06
C -1.822 1.871 0.362 -0.16
C -0.810 2.117 -0.771 -0.12
C 0.478 1.370 -0.572 -0.14
C 1.620 2.002 -0.208 0.04
C 2.853 1.313 -0.027 -0.16
C 4.049 1.944 0.346 -0.02
C 5.205 1.226 0.489 0.00
C 5.219 -0.163 0.261 -0.27
O 6.419 -0.765 0.429 -0.07
C 6.521 -2.154 0.217 -0.08
C 4.051 -0.810 -0.106 0.05
C 2.873 -0.076 -0.249 -0.17
N 1.704 -0.686 -0.607 0.18
C 0.484 -0.073 -0.771 -0.40
O -0.488 -0.759 -1.066 0.04
H -5.708 -3.153 0.148 0.07
H -7.177 -2.584 0.943 0.07
H -6.858 -2.150 -0.737 0.07
H -6.362 -0.230 0.784 0.11
H -5.232 -1.237 1.686 0.11
H -3.787 -1.441 -0.325 0.11
H -4.978 -0.531 -1.269 0.13
H -2.064 -0.115 -0.247 0.09
H -1.294 1.814 1.322 0.13
H -2.544 2.691 0.411 0.12
H -1.269 1.805 -1.712 0.13
H -0.592 3.184 -0.827 0.11
H 1.615 3.072 -0.052 0.13
H 4.045 3.009 0.521 0.12
H 6.131 1.698 0.774 0.12
H 7.563 -2.405 0.406 0.10
H 5.883 -2.713 0.910 0.10
H 6.265 -2.422 -0.813 0.10
H 4.025 -1.873 -0.286 0.11
H 1.706 -1.689 -0.760 0.17
```

The SMILES is CCCC(=O)NCCc1cc2ccc(OC)cc2[nH]c1=O. The HOMO-LUMO gap comes out at 8.592 eV. The HOMO energy is -8.38 eV.


## b
Computed, not measured: an isolated molecule of C16H20N2O3, with ωB97M-V with the def2-TZVPD basis set.

```
41
Properties=species:S:1:pos:R:3:lowdin_charge:R:1
C -3.433 -3.163 -0.800 -0.01
C -3.210 -1.897 0.016 -0.26
O -3.732 -0.806 -0.719 0.02
C -3.361 0.430 -0.283 -0.19
C -4.180 1.506 -0.591 0.00
C -3.841 2.780 -0.171 -0.09
C -2.687 2.977 0.565 -0.09
C -1.856 1.910 0.860 -0.02
C -2.174 0.629 0.430 -0.13
N -1.333 -0.473 0.653 0.03
C 0.051 -0.276 1.023 -0.04
C 0.807 0.435 -0.107 -0.42
O 0.245 0.750 -1.137 0.09
N 2.108 0.708 0.127 -0.06
C 2.908 0.217 1.227 -0.15
C 3.837 -0.899 0.742 -0.17
C 4.720 -0.377 -0.389 -0.21
C 3.850 0.193 -1.507 -0.17
C 2.912 1.261 -0.947 -0.14
C -1.734 -1.741 0.376 -0.37
O -0.994 -2.699 0.490 0.08
H -4.496 -3.329 -0.944 0.08
H -2.957 -3.053 -1.771 0.09
H -2.991 -4.008 -0.282 0.08
H -3.755 -1.973 0.978 0.17
H -5.073 1.321 -1.166 0.12
H -4.481 3.613 -0.416 0.10
H -2.420 3.966 0.903 0.10
H -0.947 2.093 1.410 0.11
H 0.465 -1.279 1.166 0.13
H 0.114 0.284 1.960 0.13
H 2.277 -0.139 2.039 0.11
H 3.511 1.053 1.602 0.13
H 4.448 -1.252 1.573 0.11
H 3.233 -1.734 0.381 0.12
H 5.348 -1.182 -0.775 0.11
H 5.378 0.406 -0.004 0.11
H 4.471 0.627 -2.291 0.11
H 3.250 -0.605 -1.949 0.12
H 2.230 1.623 -1.718 0.12
H 3.490 2.103 -0.551 0.13
```

The SMILES is C[C@@H]1Oc2ccccc2N(CC(=O)N2CCCCC2)C1=O. The HOMO-LUMO gap comes out at 8.834 eV. The HOMO energy is -8.09 eV.


Stability summary: most stable a, least stable b.